1.
{"formula": "C19H28N2O4S", "method": "the ωB97M-V functional and the def2-TZVPD basis", "gap_ha": 0.3531, "max_force_ev_per_a": 0.96, "energy_ha": -1549.47275, "smiles": "Cc1ccc(S(=O)(=O)NC[C@H]2CC[C@@H](C(=O)N3CCOCC3)CC2)cc1", "total_charge": 0, "symbols": ["C", "C", "C", "C", "C", "S", "O", "O", "N", "C", "C", "C", "C", "C", "C", "O", "N", "C", "C", "O", "C", "C", "C", "C", "C", "C", "H", "H", "H", "H", "H", "H", "H", "H", "H", "H", "H", "H", "H", "H", "H", "H", "H", "H", "H", "H", "H", "H", "H", "H", "H", "H", "H", "H"], "positions_angstrom": [[3.47931, 2.05857, -1.62657], [2.00569, 2.01935, -1.88995], [1.51119, 1.27406, -2.95535], [0.15206, 1.20283, -3.19588], [-0.71516, 1.88501, -2.36685], [-2.47538, 1.78922, -2.62648], [-2.75338, 1.02373, -3.80918], [-3.02569, 3.11189, -2.50540], [-2.98413, 0.93994, -1.27879], [-3.47822, -0.41338, -1.40792], [-2.56322, -1.43693, -0.71553], [-1.27437, -1.64817, -1.50384], [-0.35987, -2.66068, -0.81818], [-0.03631, -2.27944, 0.63224], [0.88528, -1.06522, 0.67951], [1.07287, -0.34232, -0.28197], [1.53345, -0.81813, 1.84781], [1.50934, -1.55710, 3.08907], [1.02940, -0.63007, 4.21629], [1.84407, 0.51150, 4.31915], [1.86200, 1.23404, 3.10670], [2.36804, 0.36573, 1.95354], [-1.34493, -2.03474, 1.39824], [-2.21161, -0.99059, 0.70247], [-0.24840, 2.63772, -1.30924], [1.11307, 2.70361, -1.07362], [4.02486, 2.30297, -2.53605], [3.72428, 2.79137, -0.86184], [3.81432, 1.07808, -1.29024], [2.19922, 0.73764, -3.59175], [-0.25472, 0.62655, -4.01176], [-3.50118, 1.53684, -0.65755], [-4.48868, -0.48341, -0.99362], [-3.52782, -0.63488, -2.47777], [-3.11222, -2.38534, -0.66625], [-0.75091, -0.69798, -1.59103], [-1.50977, -2.00050, -2.50982], [0.57068, -2.74097, -1.38217], [-0.84195, -3.64212, -0.81344], [0.49589, -3.12208, 1.08954], [0.86879, -2.43279, 3.02790], [2.53298, -1.88217, 3.31871], [1.08803, -1.13637, 5.18123], [-0.01319, -0.32982, 4.02475], [2.52385, 2.08527, 3.27107], [0.84980, 1.59729, 2.87184], [2.31174, 0.90307, 1.00661], [3.40270, 0.06148, 2.14956], [-1.14216, -1.71358, 2.42149], [-1.89341, -2.97949, 1.44973], [-1.67180, -0.04410, 0.64305], [-3.12419, -0.83031, 1.28201], [-0.95597, 3.16683, -0.69053], [1.48571, 3.28809, -0.24394]], "forces_ev_per_a": [[-0.05, -0.05, 0.00], [-0.04, 0.05, -0.11], [-0.04, 0.13, 0.11], [-0.05, -0.06, -0.15], [-0.49, -0.06, -0.24], [-0.20, 0.11, 0.46], [0.33, -0.17, 0.21], [0.20, -0.09, 0.26], [0.17, 0.63, -0.70], [0.15, -0.78, -0.09], [-0.01, 0.37, -0.11], [-0.19, -0.20, 0.05], [0.19, 0.28, -0.02], [-0.06, -0.17, -0.16], [0.04, -0.41, 0.13], [-0.08, 0.04, -0.34], [0.23, 0.27, 0.25], [-0.19, 0.04, 0.36], [-0.02, -0.37, -0.08], [0.09, 0.04, 0.13], [0.19, 0.00, -0.31], [-0.09, 0.36, 0.09], [0.06, 0.16, 0.07], [-0.10, -0.36, -0.05], [0.04, 0.11, 0.12], [-0.10, -0.02, -0.09], [0.09, 0.03, -0.02], [0.07, 0.05, 0.04], [0.09, -0.07, 0.06], [0.07, -0.06, -0.09], [0.03, -0.09, -0.12], [-0.06, 0.25, 0.01], [0.05, 0.12, -0.05], [-0.18, -0.14, 0.14], [-0.03, -0.02, 0.02], [0.00, -0.03, -0.04], [-0.02, 0.01, -0.09], [0.00, -0.10, -0.01], [0.02, -0.05, 0.01], [-0.04, 0.09, 0.01], [0.01, 0.00, -0.02], [-0.11, -0.05, 0.01], [-0.06, -0.02, -0.07], [0.06, -0.06, 0.01], [-0.06, 0.00, -0.07], [0.06, 0.00, 0.00], [0.08, -0.02, 0.12], [-0.02, 0.05, -0.03], [-0.01, -0.07, 0.06], [0.02, -0.03, 0.06], [-0.01, 0.11, 0.04], [-0.02, 0.08, 0.06], [-0.01, 0.12, 0.14], [0.04, 0.07, 0.06]]}

2.
{"formula": "C6H13NO7Zn", "method": "the ωB97M-V functional and the def2-TZVPD basis", "gap_ha": 0.3306, "max_force_ev_per_a": 5.58, "energy_ha": -2597.24853, "total_charge": 0, "symbols": ["Zn", "O", "C", "O", "O", "H", "O", "C", "O", "O", "H", "C", "C", "C", "O", "C", "N", "H", "H", "H", "H", "H", "H", "H", "H", "H", "H", "H"], "positions_angstrom": [[-10.32381, -5.18053, 14.95488], [-11.40556, -8.74545, 13.71141], [-11.06856, -7.49599, 14.08500], [-10.94881, -6.46926, 13.34633], [-10.76546, -7.21692, 15.23023], [-11.69078, -8.78893, 12.79579], [-11.89373, -1.69639, 14.45003], [-11.33807, -2.93186, 14.45408], [-10.20411, -3.24757, 14.06338], [-11.90417, -3.87263, 14.98926], [-12.71871, -1.70020, 14.94095], [-8.11384, -4.69741, 18.40160], [-8.45599, -4.62780, 16.95628], [-7.88598, -5.75169, 16.06121], [-8.36330, -5.58724, 14.72173], [-7.39151, -6.22039, 13.85081], [-9.87126, -4.73559, 16.89610], [-8.68592, -3.97992, 18.98986], [-7.04742, -4.53459, 18.55766], [-8.44258, -5.65212, 18.81214], [-8.20532, -3.70873, 16.42659], [-8.04086, -6.75499, 16.45807], [-6.82181, -5.51585, 16.06713], [-7.37952, -7.25866, 14.18241], [-6.34331, -5.98444, 14.03436], [-7.57429, -6.15264, 12.77838], [-10.22488, -3.92363, 17.38166], [-10.23966, -5.35871, 17.60044]], "forces_ev_per_a": [[-1.82, -0.19, -1.46], [0.06, 0.40, 0.54], [0.69, 2.77, -1.81], [-0.91, -1.04, -3.16], [0.38, -2.22, 5.11], [0.08, 0.45, -0.23], [1.19, 0.01, -0.79], [0.82, -0.50, 0.57], [2.61, 2.56, -1.87], [-4.61, -1.56, 2.32], [-0.13, -0.49, 0.03], [1.21, 0.02, 0.63], [0.16, -1.10, -0.87], [1.00, 1.36, 0.83], [2.23, 0.00, 0.06], [-0.11, -1.43, 0.33], [-2.27, 0.67, 0.64], [0.18, 0.42, -0.20], [-0.01, -0.14, 0.40], [0.39, -0.31, -0.09], [0.25, 0.23, 0.35], [-0.31, -0.12, -0.14], [0.29, -0.47, -0.12], [-0.35, -0.45, -0.55], [-0.15, 1.17, 0.25], [-0.66, 0.31, 0.40], [-0.46, 1.05, -0.88], [0.25, -1.41, -0.27]]}

3.
{"formula": "C4H8O2", "method": "the ωB97M-V functional and the def2-TZVPD basis", "gap_ha": 0.3949, "max_force_ev_per_a": 0.38, "energy_ha": -307.64327, "smiles": "C[C@H]1OC[C@H]1O", "total_charge": 0, "symbols": ["C", "C", "O", "C", "C", "O", "H", "H", "H", "H", "H", "H", "H", "H"], "positions_angstrom": [[1.50624, 0.65061, 0.14873], [0.63137, -0.58706, 0.03548], [-0.08657, -0.88857, 1.24995], [-1.33675, -0.49264, 0.67047], [-0.70294, -0.39472, -0.72303], [-0.90655, 0.75142, -1.49688], [1.07591, 1.35954, 0.86541], [2.51120, 0.39934, 0.49685], [1.59625, 1.14180, -0.82633], [1.21959, -1.45454, -0.28741], [-1.68702, 0.47958, 1.05132], [-2.12268, -1.24089, 0.82176], [-0.94324, -1.24160, -1.36953], [-0.72056, 1.52569, -0.94942]], "forces_ev_per_a": [[0.04, 0.02, 0.04], [0.29, 0.05, -0.22], [0.07, -0.06, 0.13], [-0.37, 0.08, -0.03], [-0.04, -0.33, 0.01], [0.02, 0.23, 0.14], [0.00, -0.07, -0.14], [-0.14, 0.02, 0.00], [0.05, -0.08, 0.10], [-0.08, 0.13, 0.03], [0.07, -0.13, -0.02], [0.12, 0.11, -0.02], [0.02, 0.11, 0.11], [-0.05, -0.07, -0.12]]}

4.
{"formula": "H18O9", "method": "the ωB97M-V functional and the def2-TZVPD basis", "gap_ha": 0.3870, "max_force_ev_per_a": 3.68, "energy_ha": -687.92449, "smiles": "O.O.O.O.O.O.O.O.O", "total_charge": 0, "symbols": ["O", "H", "H", "O", "H", "H", "O", "H", "H", "O", "H", "H", "O", "H", "H", "O", "H", "H", "O", "H", "H", "O", "H", "H", "O", "H", "H"], "positions_angstrom": [[12.04200, 13.32000, -8.70000], [12.76000, 12.68300, -8.58500], [12.20400, 13.78300, -9.50300], [12.00300, 15.47300, -10.63900], [12.76700, 15.09100, -11.10000], [11.29800, 15.19000, -11.22400], [10.61400, 13.16900, -11.50300], [11.06100, 13.25900, -12.33400], [10.59700, 12.22900, -11.33900], [15.97300, 16.36500, -12.51000], [16.93500, 16.33500, -12.27200], [15.53900, 15.72700, -12.00300], [13.19600, 16.55700, -8.52100], [12.82400, 17.27800, -8.03500], [12.58300, 16.34800, -9.24100], [9.31200, 17.51800, -10.49500], [10.24300, 17.49600, -10.25800], [8.94800, 18.23700, -10.01600], [9.76100, 15.97900, -12.70300], [9.10800, 15.36400, -12.90500], [9.40800, 16.45000, -11.97300], [12.60800, 16.69200, -13.19300], [12.19800, 16.42700, -12.40000], [13.29000, 17.29800, -12.88100], [14.43100, 14.45600, -11.14000], [14.05500, 13.62400, -11.57600], [15.02000, 14.15600, -10.49400]], "forces_ev_per_a": [[0.00, -1.23, 1.28], [-0.22, 0.29, -0.03], [0.09, 0.82, -1.00], [0.01, -0.12, -0.69], [0.47, 0.47, 0.63], [-1.11, -0.02, 0.14], [-0.21, 0.16, 0.35], [0.20, 0.08, -0.91], [-0.07, -0.41, 0.27], [2.64, 1.89, -1.17], [-1.50, 0.00, -0.28], [-1.09, -1.69, 1.25], [0.51, -0.38, -0.26], [-0.31, 0.57, 0.41], [0.04, -0.05, 0.19], [0.53, -0.92, -0.45], [0.17, -0.05, 0.04], [-0.62, 1.02, 0.61], [2.29, 0.51, -0.58], [-1.70, -1.82, -0.69], [-0.61, 1.12, 1.23], [1.09, 0.64, -1.38], [-1.08, -0.32, 1.35], [0.20, -0.06, -0.26], [-2.13, -1.36, -2.67], [1.08, 1.62, 0.80], [1.34, -0.75, 1.83]]}

5.
{"formula": "C8H17N2O2", "method": "the ωB97M-V functional and the def2-TZVPD basis", "gap_ha": 0.3742, "max_force_ev_per_a": 5.21, "energy_ha": -574.59508, "smiles": "C/[N+](O)=C1\\NOC[C@H]1C(C)(C)C", "total_charge": 1, "symbols": ["C", "N", "O", "C", "N", "O", "C", "C", "C", "C", "C", "C", "H", "H", "H", "H", "H", "H", "H", "H", "H", "H", "H", "H", "H", "H", "H", "H", "H"], "positions_angstrom": [[-0.22978, 3.26447, 1.36019], [-0.62798, 1.95802, 0.84000], [-1.70653, 1.34158, 1.40528], [-0.12276, 1.29794, -0.26979], [0.62311, 1.75849, -1.21129], [0.69619, 0.95929, -2.33386], [-0.32052, -0.06900, -2.19277], [-0.62844, -0.17933, -0.67115], [0.09528, -1.35996, -0.01456], [-0.32789, -2.70074, -0.62618], [-0.15822, -1.36940, 1.48791], [1.70894, -1.25802, -0.17459], [-0.11230, 2.92672, 2.44122], [0.55052, 3.72762, 0.85693], [-1.02275, 4.01304, 1.25663], [-1.38217, 0.66074, 1.96642], [1.32403, 2.45725, -1.30128], [0.20603, -0.95988, -2.63174], [-1.14006, 0.38022, -2.66388], [-1.78956, -0.09050, -0.49193], [-1.06010, -2.53560, -1.35733], [-0.70056, -3.32762, 0.13858], [0.57857, -3.08348, -1.08049], [0.29972, -2.27098, 1.85996], [0.35334, -0.49692, 2.04314], [-1.21970, -1.34839, 1.87958], [2.10970, -2.14559, 0.11042], [2.12149, -0.43228, 0.59270], [1.88243, -1.11770, -1.21814]], "forces_ev_per_a": [[-2.48, -1.63, 2.60], [2.11, -1.44, -3.98], [-0.87, 1.34, -0.46], [-2.61, -0.67, 2.59], [0.31, -0.22, -0.74], [0.84, -0.37, 0.06], [1.71, -0.31, 1.17], [-1.18, 2.13, -0.83], [1.36, 0.81, 1.38], [1.29, 1.30, 0.09], [-0.24, 1.39, 1.62], [-2.79, 4.09, 1.65], [0.53, 1.72, -1.05], [2.11, 0.04, -0.65], [-0.38, -0.50, 0.26], [0.62, -1.07, 1.13], [0.20, 0.98, 0.46], [-1.31, 0.75, 0.21], [-1.46, -0.30, -1.28], [2.28, -0.81, -0.26], [-1.16, -0.18, -1.14], [-0.33, -0.92, 0.56], [-0.28, -0.70, -0.23], [0.11, -0.26, 0.51], [-0.45, -1.15, -0.90], [0.81, -0.35, -0.93], [1.16, -2.67, 0.93], [-0.68, -1.56, -2.21], [0.76, 0.55, -0.57]]}

6.
{"formula": "C4H12OP", "method": "the ωB97M-V functional and the def2-TZVPD basis", "gap_ha": 0.3497, "max_force_ev_per_a": 6.48, "energy_ha": -575.67390, "total_charge": 1, "symbols": ["C", "C", "C", "C", "O", "P", "H", "H", "H", "H", "H", "H", "H", "H", "H", "H", "H", "H"], "positions_angstrom": [[-1.91290, -1.75242, -0.01896], [0.84849, 1.27389, 1.10649], [0.02590, 1.99606, -0.98652], [1.19796, -0.04431, -0.88615], [1.13274, 1.26161, -0.24207], [1.33429, -1.52795, -0.12747], [-2.36189, -1.14131, 0.78591], [-1.35646, -2.55466, 0.55702], [-1.08956, -1.34088, -0.53763], [0.35760, 2.26126, 1.42313], [0.17198, 0.60358, 1.51280], [1.81711, 1.23006, 1.70401], [-0.85181, 1.92251, -0.30031], [0.39449, 3.04741, -0.98268], [-0.13780, 1.53107, -2.02059], [-2.59625, -2.14987, -0.82599], [1.41924, -2.29709, 1.03947], [1.60687, -2.31897, -1.20046]], "forces_ev_per_a": [[-0.16, -1.83, 0.67], [1.94, 3.88, 4.82], [-0.60, 1.03, -0.55], [1.10, -0.35, 0.34], [-1.51, -1.74, -2.37], [0.39, 1.02, -0.75], [0.01, 0.04, -0.94], [-1.13, 0.15, -0.69], [0.23, 1.32, -0.51], [1.08, -1.02, -0.81], [-1.35, -2.14, -0.21], [-1.12, -0.12, -1.01], [0.54, -0.14, -0.99], [-0.36, -0.83, -0.35], [0.53, 0.72, 1.79], [0.44, 0.27, 1.45], [0.06, 0.37, 0.52], [-0.07, -0.62, -0.41]]}